The following is a DFT calculation (the ωB97M-V functional and the def2-TZVPD basis) of C4H7NOS in the gas phase in a non-equilibrium geometry.

Output
**Energy above the lowest of the compared OMol25 structures with the same formula, charge and spin**: 60.4 kcal per mole
**Total energy**: -684.7109 hartree
**HOMO-LUMO gap**: 8.758 eV
**SMILES**: OC/C=C\NC=S

Positions of all 14 atoms, in Å:
O: 1.03589 -1.51782 -0.69145
C: 1.19773 -0.78429 0.49484
C: 1.31172 0.73401 0.37240
C: 0.20073 1.39790 -0.18957
N: -1.25177 0.94420 -0.47139
C: -1.81556 -0.25990 -0.35041
S: -3.30363 -0.45491 0.20358
H: 0.86410 -2.41583 -0.41630
H: 2.10919 -1.13110 1.04626
H: 0.28097 -0.93960 0.99493
H: 2.26380 1.38740 0.51382
H: 0.19923 2.37773 -0.60485
H: -1.92403 1.73739 -0.31770
H: -1.16838 -1.07516 -0.58416

The following is a DFT calculation (the ωB97M-V functional and the def2-TZVPD basis) of 4 unconnected molecules or ions with the total composition C2H11NO3 in a non-equilibrium geometry.

Output
**Energy above the lowest of the compared OMol25 structures with the same formula, charge and spin**: 31.2 kcal per mole
**Total energy**: -363.2248 hartree
**HOMO-LUMO gap**: 8.812 eV
**SMILES**: C=CN.O.O.O

Positions of all 17 atoms, in Å:
C: -1.55113 0.49347 1.15198
C: -1.88484 -0.17205 -0.00512
N: -1.15903 -0.10849 -1.22110
H: -0.79379 1.27440 1.27273
H: -2.11830 0.24086 1.98361
H: -2.93003 -0.60309 0.03267
H: -0.17062 0.25628 -1.33439
H: -1.36793 -0.58582 -2.08607
O: 0.52946 -1.83234 1.12515
H: 0.19406 -2.67944 0.71491
H: 0.02913 -1.04623 1.12827
O: 2.60126 -0.27471 -0.32871
H: 1.80000 -0.69917 0.19342
H: 3.29920 -0.12639 0.31431
O: 0.87965 1.89801 -0.75427
H: 1.72018 1.37604 -0.71823
H: 0.92274 2.58868 -1.46915

The following is a DFT calculation (the ωB97M-V functional and the def2-TZVPD basis) of a molecular structure, C4H8S3 in a non-equilibrium geometry.

Output
**Energy above the lowest of the compared OMol25 structures with the same formula, charge and spin**: 58.9 kcal per mole
**Total energy**: -1351.6657 hartree
**HOMO-LUMO gap**: 8.206 eV

Positions of all 15 atoms, in Å:
C: 1.27517 -1.62259 -0.81042
C: 0.03519 0.44608 0.59001
C: 0.97999 1.51626 -0.05153
C: -2.78018 -0.13449 0.65653
H: 1.69107 -2.73885 -0.93315
H: 2.20716 -1.08394 -0.92258
H: 0.66942 -1.33588 -1.80827
H: -0.20753 0.83946 1.60444
H: 1.74443 1.87812 0.64332
H: 0.56294 2.51400 -0.26436
H: 1.51681 0.99390 -0.93243
H: -2.48515 -0.05153 1.98660
S: 0.53157 -1.14230 0.73939
S: -1.55894 0.59131 -0.41235
S: -4.18193 -0.66955 -0.08520